(1)
C4H7N3S | the ωB97M-V functional and the def2-TZVPD basis

Properties
multiplicity: 1
electronic energy: -19564.686 eV
LUMO: 0.84 eV
HOMO level: -8.43 eV
SMILES: N/N=C1\SC[C@H]2N[C@@H]12

Structure (XYZ):
```
15
Properties=species:S:1:pos:R:3:lowdin_charge:R:1
N 1.165 1.329 -0.824 0.0699
H -1.080 1.507 -1.056 0.1570
N -1.352 -2.510 -0.985 -0.0261
N -1.360 -1.072 -1.112 -0.0192
C 1.168 0.334 1.442 -0.3533
C 0.562 1.457 0.598 -0.2688
C -0.450 -0.510 -0.465 -0.6841
H -2.352 -2.803 -1.113 0.0921
C -0.255 0.927 -0.576 -0.2822
H -0.949 -2.861 -0.146 -0.0070
H 0.215 2.389 1.096 0.1429
H 2.246 0.463 1.547 0.0811
H 0.627 0.417 2.358 0.0596
H 1.085 2.199 -1.301 0.0705
S 0.729 -1.264 0.538 0.9677
```


(2)
C6H11NO | the ωB97M-V functional and the def2-TZVPD basis

Properties
multiplicity: 1
electronic energy: -9936.355 eV
LUMO: 0.90 eV
HOMO level: -9.24 eV
SMILES: C=CCC[C@@H](N)C=O

Structure (XYZ):
```
19
Properties=species:S:1:pos:R:3:lowdin_charge:R:1
C -0.352 0.429 -0.699 -0.1609
C 0.578 1.201 0.251 -0.3522
H -0.942 -2.956 -1.116 0.0585
C -0.735 -2.878 -0.061 -0.0023
H 0.216 1.210 1.284 0.1412
O -0.254 3.379 -0.075 0.0626
H -0.298 -1.683 1.597 0.0979
H 2.654 0.951 -0.192 0.0558
H -0.348 -3.776 0.407 0.0504
N 1.912 0.584 0.376 0.0274
C -1.324 -0.426 0.080 -0.2198
H -2.185 -0.732 -0.547 0.1143
C 0.725 2.679 -0.126 -0.2069
H 0.278 -0.117 -1.400 0.1186
H 1.866 -0.424 0.428 0.0624
H -1.903 0.092 0.837 0.1123
C -0.729 -1.722 0.597 -0.1915
H -0.903 1.155 -1.307 0.1110
H 1.744 3.033 -0.334 0.1211
```


(3)
C16H33Br10FN3 | the ωB97M-V functional and the def2-TZVPD basis

Properties
multiplicity: 1
total charge: +1
electronic energy: -724736.262 eV
LUMO: -2.43 eV
HOMO level: -11.79 eV

Structure (XYZ):
```
63
Properties=species:S:1:pos:R:3:lowdin_charge:R:1
H 0.358 -0.541 -1.145 0.0614
C -0.924 -1.368 1.898 -0.2833
C -2.120 0.817 3.046 -0.4458
H 1.379 9.435 -1.530 0.0654
H -3.725 2.077 2.853 0.1342
C 0.331 -0.278 -0.083 -0.2356
C -1.009 -0.674 0.543 -0.1363
Br 0.834 7.164 -2.387 0.6744
H 2.728 1.751 -5.780 0.0638
C -1.620 -4.457 -2.409 -0.6753
H -1.590 0.256 0.653 0.0929
H 1.271 4.290 -0.606 0.0273
F 1.407 -0.919 0.550 -0.0985
C 0.587 -8.384 2.698 -0.7059
C 0.917 8.574 -1.054 -0.6731
N -2.742 1.991 3.065 0.2144
C -1.181 -4.655 -0.984 -0.7089
H -0.786 4.591 -2.163 0.0288
C 0.794 -7.018 2.101 -0.6820
H 2.667 7.695 -0.152 0.0518
H 4.090 1.704 -3.771 0.0603
N -0.799 0.782 3.051 0.1091
H -0.252 -1.039 3.921 0.1409
H -1.580 -1.277 -0.171 0.0752
C 0.629 3.486 -0.960 -0.6421
Br -0.881 2.267 -3.061 0.6634
H 1.688 -6.536 2.484 0.0544
Br 2.855 0.103 -2.324 0.6883
N -2.793 -0.325 3.124 0.1352
Br -0.708 3.235 0.444 0.6758
C 2.358 1.187 -4.927 -0.7125
H -0.113 8.800 -0.796 0.0540
H -3.790 -0.171 3.040 0.1563
H -2.280 -2.361 3.261 0.1284
C -2.300 -1.587 2.495 -0.0959
H -2.592 -4.919 -2.564 0.0630
H -0.410 1.508 2.451 0.0746
C -0.023 3.826 -2.271 -0.7191
Br 0.665 -4.133 -0.711 0.6533
H 0.874 -0.380 2.735 0.1323
Br -1.827 -2.579 -2.883 0.6338
H 1.318 -9.075 2.285 0.0634
H -0.417 -2.332 1.814 0.1269
H 1.595 1.760 -4.407 -0.0183
C -0.179 -0.539 2.950 -0.0918
H 0.504 0.785 0.038 0.0443
Br -0.678 -5.812 2.527 0.5922
C 3.499 0.824 -4.011 -0.6689
H -0.416 -8.757 2.515 0.0511
H 1.181 2.551 -1.019 0.0181
H -1.265 -5.698 -0.691 0.0479
Br 1.453 -0.372 -5.635 0.6204
H -3.051 -1.856 1.747 0.1353
H 1.902 8.981 0.808 0.0641
C 1.722 8.140 0.143 -0.6836
H 0.732 4.153 -2.982 0.0439
Br 0.799 6.783 1.186 0.6183
Br 0.839 -8.388 4.618 0.6251
H -1.774 -4.048 -0.304 0.0349
H 0.840 -7.066 1.016 0.0475
H -0.901 -4.863 -3.114 0.0547
H -2.229 2.833 3.279 0.1232
H 4.136 0.058 -4.440 0.0528
```


Number 1: frontier orbital gap 9.269 eV. Number 2: frontier orbital gap 10.142 eV. Number 3: frontier orbital gap 9.366 eV.